C4H9NO in the gas phase, computed with the ωB97M-V functional and the def2-TZVPD basis.

Last column: Löwdin charge in e.
Geometry (Å):
1 C -0.647 1.264 1.729  -0.107
2 O -0.178 0.258 0.867  -0.216
3 C -0.105 0.678 -0.474  -0.206
4 C 0.560 -0.408 -1.305  -0.406
5 C 1.728 -1.166 -0.837  -0.010
6 N 0.089 -1.744 -0.918  0.053
7 H -1.659 1.595 1.450  0.090
8 H 0.020 2.140 1.722  0.092
9 H -0.673 0.845 2.737  0.091
10 H 0.516 1.585 -0.563  0.132
11 H -1.113 0.919 -0.850  0.128
12 H 0.437 -0.207 -2.374  0.128
13 H 1.800 -0.971 0.244  0.016
14 H 0.444 -2.565 -1.370  0.099
15 H -0.336 -1.828 -0.006  0.115

Calculated values
ΔE to the lowest compared entry with this formula, charge and spin = 483.1 kJ/mol
gap between HOMO and LUMO = 8.61 eV
total energy = -287.64844 a.u.
LUMO level = 0.9 eV

=====

A molecular structure, C29H30BF6NP2PtS, computed with the ωB97M-V functional and the def2-TZVPD basis.

Last column: Löwdin charge in e.
Geometry (Å):
1 Pt 0.462 -0.236 -0.008  0.833
2 C -6.426 1.098 0.517  -0.411
3 S -6.182 2.406 1.747  0.806
4 C -4.360 2.418 1.852  -0.510
5 C -3.828 1.291 2.722  -0.245
6 C -2.328 1.407 3.003  -0.256
7 N -1.512 0.952 1.882  -0.423
8 P -1.309 -0.722 1.499  0.896
9 C -2.667 -1.246 0.409  -0.369
10 C -2.919 -2.613 0.287  -0.099
11 C -3.830 -3.072 -0.647  -0.070
12 C -4.481 -2.172 -1.477  -0.075
13 C -4.211 -0.816 -1.379  -0.086
14 C -3.305 -0.350 -0.443  -0.119
15 C -1.701 -1.518 3.106  -0.339
16 C -0.688 -1.597 4.058  -0.088
17 C -0.965 -2.064 5.331  -0.069
18 C -2.248 -2.471 5.659  -0.076
19 C -3.248 -2.438 4.700  -0.069
20 C -2.981 -1.963 3.429  -0.097
21 P -0.040 1.749 1.407  0.972
22 C 1.175 1.274 2.687  -0.382
23 C 0.979 1.422 4.058  -0.111
24 C 1.914 0.914 4.944  -0.080
25 C 3.045 0.261 4.475  -0.064
26 C 3.257 0.132 3.112  -0.048
27 C 2.323 0.635 2.224  -0.116
28 C -0.401 3.500 1.725  -0.344
29 C 0.403 4.272 2.558  -0.077
30 C 0.112 5.610 2.751  -0.067
31 C -0.962 6.193 2.097  -0.068
32 C -1.726 5.440 1.218  -0.068
33 C -1.436 4.105 1.015  -0.100
34 H -7.496 0.983 0.385  0.030
35 H -5.996 0.167 0.869  0.025
36 H -5.969 1.403 -0.418  0.024
37 H -4.110 3.387 2.285  0.068
38 H -3.964 2.361 0.841  0.052
39 H -4.019 0.331 2.241  0.077
40 H -4.357 1.309 3.677  0.114
41 H -2.101 0.820 3.901  0.103
42 H -2.081 2.452 3.213  0.108
43 H -2.380 -3.310 0.914  0.113
44 H -4.025 -4.131 -0.740  0.107
45 H -5.184 -2.528 -2.215  0.105
46 H -4.703 -0.123 -2.045  0.108
47 H -3.069 0.702 -0.383  0.084
48 H 0.317 -1.295 3.798  0.096
49 H -0.178 -2.113 6.068  0.106
50 H -2.469 -2.821 6.656  0.105
51 H -4.244 -2.778 4.945  0.107
52 H -3.771 -1.941 2.692  0.099
53 H 0.100 1.926 4.430  0.106
54 H 1.768 1.029 6.008  0.107
55 H 3.766 -0.143 5.170  0.107
56 H 4.134 -0.363 2.730  0.112
57 H 2.505 0.558 1.156  0.073
58 H 1.248 3.824 3.057  0.100
59 H 0.726 6.201 3.413  0.108
60 H -1.190 7.236 2.256  0.107
61 H -2.544 5.902 0.686  0.110
62 H -1.997 3.515 0.306  0.100
63 F 1.588 -2.352 -0.355  0.007
64 B 2.930 -1.869 -0.521  -1.327
65 F 3.554 -1.909 0.692  0.157
66 F 3.585 -2.549 -1.478  0.193
67 F 2.731 -0.500 -0.880  0.021
68 F 0.856 0.870 -2.641  0.004
69 C -0.161 0.293 -1.957  -0.388
70 F -1.153 1.246 -1.924  -0.042
71 H -0.536 -0.555 -2.560  0.132

Calculated values
ΔE to the lowest compared entry with this formula, charge and spin = 38.4 kJ/mol
gap between HOMO and LUMO (alpha / beta) = 5.93 / 5.93 eV
total energy = -3002.29523 a.u.
LUMO level (alpha / beta) = -1.5 / -1.5 eV

=====

13 unconnected molecules or ions with the total composition C42H119N9O13, computed with the ωB97M-V functional and the def2-TZVPD basis.

Last column: Löwdin charge in e.
Geometry (Å):
1 C -3.008 5.136 -3.990  -0.037
2 C -2.245 3.963 -4.616  -0.462
3 C -2.065 4.138 -6.092  -0.138
4 O -3.395 4.421 -6.729  -0.180
5 C -4.040 3.265 -7.060  -0.169
6 N -0.951 3.735 -3.993  0.032
7 H -4.030 5.188 -4.468  0.093
8 H -2.467 6.070 -4.093  0.071
9 H -3.130 4.858 -2.848  0.100
10 H -2.780 3.052 -4.569  0.101
11 H -1.584 3.339 -6.633  0.122
12 H -1.485 4.975 -6.285  0.099
13 H -4.286 2.643 -6.220  0.072
14 H -3.513 2.699 -7.844  0.091
15 H -4.983 3.458 -7.582  0.091
16 H -0.278 4.485 -4.052  0.069
17 H -1.045 3.609 -2.951  0.066
18 C 1.382 -3.127 2.931  -0.050
19 C 0.097 -3.940 2.672  -0.410
20 C -1.036 -2.971 2.443  -0.220
21 O -1.308 -2.028 3.461  -0.225
22 C -1.945 -2.536 4.617  -0.083
23 N 0.157 -4.773 1.442  0.033
24 H 2.222 -3.675 3.302  0.058
25 H 1.103 -2.394 3.715  0.062
26 H 1.697 -2.503 2.127  0.071
27 H -0.059 -4.523 3.611  0.137
28 H -1.925 -3.628 2.293  0.132
29 H -0.790 -2.434 1.584  0.082
30 H -2.999 -2.892 4.378  0.110
31 H -2.067 -1.764 5.330  0.068
32 H -1.240 -3.303 5.112  0.114
33 H 0.743 -5.611 1.613  0.092
34 H -0.772 -5.230 1.317  0.069
35 C 3.239 -1.298 5.321  -0.056
36 C 3.617 -1.484 6.753  -0.470
37 C 5.111 -1.512 7.013  -0.249
38 O 5.734 -2.484 6.261  -0.190
39 C 7.138 -2.471 6.242  -0.108
40 N 3.139 -0.295 7.474  0.014
41 H 4.137 -0.763 4.908  0.089
42 H 2.317 -0.777 5.028  0.070
43 H 3.098 -2.347 4.868  0.091
44 H 3.190 -2.408 7.145  0.134
45 H 5.227 -1.692 8.058  0.112
46 H 5.533 -0.462 6.815  0.160
47 H 7.600 -3.339 5.824  0.072
48 H 7.509 -2.201 7.258  0.099
49 H 7.564 -1.687 5.589  0.089
50 H 2.136 -0.112 7.196  0.094
51 H 3.181 -0.551 8.495  0.091
52 C -6.804 2.537 -3.154  -0.059
53 C -5.452 1.885 -2.868  -0.418
54 C -4.967 2.154 -1.400  -0.209
55 O -4.756 3.559 -1.331  -0.221
56 C -4.174 3.949 -0.078  -0.082
57 N -5.483 0.451 -3.256  0.033
58 H -7.219 2.327 -4.131  0.073
59 H -6.716 3.585 -3.024  0.060
60 H -7.543 2.151 -2.422  0.087
61 H -4.695 2.404 -3.494  0.116
62 H -4.042 1.591 -1.299  0.080
63 H -5.665 1.768 -0.658  0.106
64 H -4.919 3.589 0.682  0.102
65 H -4.122 5.054 -0.096  0.094
66 H -3.189 3.481 0.002  0.070
67 H -6.450 0.080 -2.955  0.100
68 H -4.753 -0.061 -2.711  0.054
69 C -1.566 0.358 0.141  -0.046
70 C -0.804 1.246 -0.822  -0.429
71 C 0.675 0.925 -0.921  -0.152
72 O 1.282 1.168 0.408  -0.235
73 C 2.659 0.744 0.618  -0.066
74 N -1.486 1.162 -2.146  0.067
75 H -1.243 0.489 1.144  0.057
76 H -1.420 -0.706 -0.169  0.065
77 H -2.632 0.615 0.079  0.055
78 H -0.858 2.288 -0.544  0.115
79 H 1.258 1.577 -1.676  0.138
80 H 0.811 -0.158 -1.191  0.120
81 H 3.309 1.559 0.386  0.059
82 H 2.954 -0.079 -0.045  0.080
83 H 2.751 0.451 1.650  0.071
84 H -1.622 0.194 -2.418  0.050
85 H -0.934 1.679 -2.826  0.037
86 C 3.957 -1.079 -4.248  -0.070
87 C 3.704 -2.311 -3.426  -0.465
88 C 2.797 -3.211 -4.250  -0.226
89 O 2.327 -4.197 -3.352  -0.181
90 C 1.840 -5.224 -4.095  -0.159
91 N 4.862 -2.966 -2.857  0.064
92 H 4.502 -0.294 -3.719  0.081
93 H 3.055 -0.689 -4.672  0.070
94 H 4.520 -1.435 -5.131  0.085
95 H 2.974 -1.937 -2.596  0.150
96 H 3.286 -3.749 -5.076  0.103
97 H 1.955 -2.683 -4.716  0.132
98 H 1.345 -6.014 -3.505  0.099
99 H 2.726 -5.655 -4.586  0.096
100 H 1.198 -4.930 -4.901  0.080
101 H 4.657 -3.681 -2.154  0.089
102 H 5.470 -2.242 -2.503  0.073
103 C 3.105 4.239 -1.411  -0.048
104 C 2.460 5.540 -0.788  -0.373
105 C 1.062 5.150 -0.349  -0.227
106 O 0.391 6.310 0.101  -0.192
107 C -0.544 5.983 1.144  -0.094
108 N 3.414 6.130 0.223  0.048
109 H 3.318 3.510 -0.624  0.058
110 H 4.050 4.409 -1.929  0.071
111 H 2.405 3.898 -2.194  0.068
112 H 2.348 6.350 -1.574  0.147
113 H 1.075 4.384 0.431  0.117
114 H 0.481 4.812 -1.242  0.126
115 H -0.040 5.511 2.003  0.074
116 H -1.423 5.340 0.847  0.086
117 H -0.881 6.963 1.599  0.104
118 H 4.243 6.528 -0.150  0.067
119 H 2.863 6.863 0.689  0.082
120 C -7.292 -0.607 2.005  -0.066
121 C -5.960 -1.271 1.587  -0.423
122 C -6.152 -1.699 0.100  -0.219
123 O -7.304 -2.480 0.070  -0.195
124 C -7.038 -3.854 0.074  -0.104
125 N -4.849 -0.367 1.792  0.059
126 H -7.166 -0.098 2.972  0.072
127 H -8.109 -1.401 2.154  0.097
128 H -7.775 0.088 1.286  0.081
129 H -5.722 -2.166 2.190  0.138
130 H -5.254 -2.157 -0.184  0.071
131 H -6.380 -0.802 -0.529  0.124
132 H -6.505 -4.134 0.995  0.087
133 H -6.323 -4.185 -0.733  0.096
134 H -7.999 -4.332 -0.024  0.086
135 H -4.007 -0.751 1.463  0.030
136 H -5.007 0.476 1.243  0.057
137 C -3.053 -4.377 -0.671  -0.044
138 C -2.035 -3.650 -1.613  -0.385
139 C -2.810 -2.617 -2.468  -0.221
140 O -3.610 -3.335 -3.392  -0.185
141 C -4.209 -2.516 -4.358  -0.124
142 N -0.989 -2.898 -0.871  0.046
143 H -3.525 -3.627 -0.013  0.069
144 H -2.575 -5.092 -0.019  0.048
145 H -3.710 -4.979 -1.270  0.070
146 H -1.640 -4.463 -2.276  0.143
147 H -2.122 -1.941 -3.087  0.130
148 H -3.351 -1.976 -1.750  0.107
149 H -4.392 -3.106 -5.265  0.091
150 H -3.683 -1.583 -4.568  0.077
151 H -5.217 -2.199 -4.029  0.077
152 H -0.602 -3.561 -0.258  -0.002
153 H -0.242 -2.542 -1.556  0.113
154 O 5.431 -4.213 -5.799  -0.061
155 H 6.030 -3.767 -6.415  0.045
156 H 5.660 -3.790 -4.979  -0.008
157 O 0.554 0.084 3.098  -0.053
158 H -0.202 -0.429 3.318  -0.017
159 H 0.689 0.093 2.127  0.012
160 C 5.756 -2.093 1.055  -0.049
161 C 6.042 -2.735 2.454  -0.482
162 C 7.327 -3.518 2.300  -0.060
163 O 6.159 -1.690 3.394  -0.060
164 H 5.618 -2.895 0.312  0.070
165 H 6.600 -1.426 0.779  0.088
166 H 4.927 -1.413 1.059  0.044
167 H 5.250 -3.402 2.633  0.114
168 H 7.160 -4.438 1.740  0.080
169 H 7.721 -3.914 3.276  0.086
170 H 8.055 -2.883 1.863  0.065
171 H 5.480 -1.774 4.114  0.063
172 C 3.473 2.851 4.212  -0.032
173 C 3.275 3.943 3.122  -0.539
174 C 2.802 5.264 3.654  -0.054
175 O 4.457 4.115 2.425  -0.059
176 H 4.375 3.172 4.796  0.099
177 H 3.690 1.981 3.641  0.044
178 H 2.595 2.671 4.833  0.078
179 H 2.514 3.523 2.448  0.121
180 H 3.489 5.817 4.191  0.060
181 H 1.827 5.056 4.186  0.105
182 H 2.439 5.842 2.861  0.026
183 H 4.279 4.721 1.674  0.057

Calculated values
ΔE to the lowest compared entry with this formula, charge and spin = 355.2 kJ/mol
gap between HOMO and LUMO = 9.30 eV
total energy = -3142.23589 a.u.
LUMO level = 0.4 eV

=====

IPS in the gas phase, computed with the ωB97M-V functional and the def2-TZVPD basis.

Last column: Löwdin charge in e.
Geometry (Å):
1 S 1.610 0.705 -0.002  -0.002
2 P 0.344 -0.747 0.001  -0.199
3 I -1.954 0.042 0.001  0.201

Calculated values
ΔE to the lowest compared entry with this formula, charge and spin = 1.3 kJ/mol
structure (SMILES) = S=PI
gap between HOMO and LUMO = 7.46 eV
total energy = -1037.25144 a.u.
LUMO level = -1.8 eV